Density functional theory data (the ωB97M-V functional and the def2-TZVPD basis) for 2 unconnected molecules or ions with the total composition H2IOP in a non-equilibrium geometry.

The LUMO energy comes out at -0.989 eV. The value obtained for the energy above the lowest of the compared OMol25 structures with the same formula, charge and spin is 42.4 kcal per mole. For the HOMO energy, the calculation gives -9.77 eV.

Positions of all 5 atoms, in Å:
O (2.811, -1.196, -0.754)
P (1.614, -1.495, -1.505)
H (1.181, -0.271, -2.064)
I (-2.580, 0.833, 1.902)
H (-3.026, 2.128, 2.421)

=====

Density functional theory data (the ωB97M-V functional and the def2-TZVPD basis) for 6 unconnected molecules or ions with the total composition C38H54F9NO19P2S in a non-equilibrium geometry.

The LUMO energy comes out at 0.208 eV. For the HOMO energy, the calculation gives -8.58 eV.

Positions of all 124 atoms, in Å:
C (-3.702, 3.548, 2.332)
C (-3.488, 2.074, 2.653)
C (-2.009, 1.819, 2.748)
N (-1.715, 0.505, 3.340)
C (-0.321, 0.157, 3.150)
O (-0.077, -0.231, 1.860)
C (0.821, 0.568, 1.104)
C (0.503, 0.507, -0.378)
C (1.386, -0.558, -1.009)
C (0.984, 1.832, -0.967)
C (0.130, 3.050, -0.719)
C (0.951, 4.298, -1.035)
C (-0.002, -0.981, 4.114)
F (0.092, -0.451, 5.403)
O (1.062, -1.758, 3.743)
C (2.396, -1.471, 4.170)
C (3.263, -2.225, 3.167)
C (2.790, -3.662, 2.910)
C (2.147, -3.858, 1.581)
F (2.114, -5.171, 1.278)
F (2.815, -3.263, 0.589)
F (0.900, -3.434, 1.525)
C (2.797, 0.006, 4.143)
C (4.255, 0.326, 4.096)
C (4.873, 0.492, 2.884)
C (6.203, 0.784, 2.812)
C (6.947, 0.917, 3.952)
C (6.336, 0.794, 5.169)
C (7.124, 0.950, 6.426)
C (5.002, 0.503, 5.223)
P (2.673, -2.292, 5.820)
S (4.506, -2.703, 6.330)
P (-1.510, -2.202, 4.071)
O (-2.305, -1.740, 5.405)
O (-0.768, -3.600, 4.497)
H (-2.904, 3.914, 1.708)
H (-4.626, 3.714, 1.807)
H (-3.714, 4.163, 3.219)
H (-3.890, 1.520, 1.825)
H (-3.994, 1.858, 3.578)
H (-1.591, 1.892, 1.761)
H (-1.599, 2.575, 3.412)
H (-1.857, 0.640, 4.333)
H (0.273, 1.020, 3.471)
H (0.831, 1.596, 1.428)
H (1.822, 0.178, 1.240)
H (-0.540, 0.318, -0.577)
H (1.186, -1.546, -0.629)
H (2.405, -0.312, -0.750)
H (1.349, -0.522, -2.082)
H (1.914, 2.026, -0.441)
H (1.249, 1.725, -2.006)
H (-0.776, 3.013, -1.300)
H (-0.106, 3.110, 0.330)
H (0.310, 5.089, -1.377)
H (1.727, 4.088, -1.751)
H (1.436, 4.660, -0.143)
H (4.278, -2.266, 3.508)
H (3.169, -1.683, 2.240)
H (3.645, -4.313, 2.929)
H (2.096, -4.022, 3.648)
H (2.330, 0.509, 3.321)
H (2.405, 0.474, 5.036)
H (4.324, 0.397, 1.968)
H (6.671, 0.889, 1.857)
H (7.989, 1.147, 3.883)
H (8.156, 1.120, 6.181)
H (7.017, 0.107, 7.085)
H (6.794, 1.850, 6.920)
H (4.531, 0.379, 6.180)
H (2.059, -1.444, 6.744)
H (1.908, -3.457, 5.752)
H (-1.730, -1.511, 6.149)
H (-0.691, -3.705, 5.452)
O (0.349, 5.307, -4.245)
C (-0.194, 6.355, -4.156)
O (-0.811, 7.011, -5.166)
C (-1.430, 8.190, -4.621)
C (-0.615, 8.415, -3.368)
F (-1.350, 8.960, -2.369)
O (-0.246, 7.095, -3.012)
H (-2.472, 7.980, -4.388)
H (-1.377, 9.017, -5.323)
H (0.286, 9.014, -3.509)
O (4.378, -8.263, -4.157)
C (3.942, -7.453, -3.414)
O (4.014, -7.516, -2.063)
C (3.500, -6.288, -1.529)
C (2.617, -5.805, -2.658)
F (2.578, -4.452, -2.736)
O (3.281, -6.319, -3.798)
H (4.323, -5.599, -1.338)
H (2.956, -6.460, -0.606)
H (1.596, -6.186, -2.631)
O (-5.177, 4.956, -5.236)
C (-4.420, 4.064, -5.431)
O (-3.515, 3.609, -4.541)
C (-2.915, 2.427, -5.097)
C (-3.139, 2.628, -6.577)
F (-3.323, 1.452, -7.232)
O (-4.354, 3.359, -6.593)
H (-3.430, 1.554, -4.711)
H (-1.862, 2.357, -4.839)
H (-2.361, 3.198, -7.085)
O (-2.814, 0.755, -2.284)
C (-3.864, 0.211, -2.356)
O (-4.391, -0.574, -1.403)
C (-5.717, -0.948, -1.803)
C (-5.641, -0.778, -3.302)
F (-6.831, -0.389, -3.827)
O (-4.703, 0.284, -3.439)
H (-6.439, -0.267, -1.351)
H (-5.942, -1.965, -1.502)
H (-5.280, -1.650, -3.841)
O (-5.221, -3.995, -2.590)
C (-5.107, -4.446, -3.680)
O (-4.380, -3.879, -4.672)
C (-4.366, -4.782, -5.788)
C (-5.611, -5.606, -5.531)
F (-5.478, -6.880, -5.962)
O (-5.689, -5.594, -4.113)
H (-3.465, -5.394, -5.750)
H (-4.393, -4.240, -6.728)
H (-6.529, -5.185, -5.944)

=====

Density functional theory data (the ωB97M-V functional and the def2-TZVPD basis) for 13 unconnected molecules or ions with the total composition H26O13 in a non-equilibrium geometry.

The LUMO energy comes out at 0.024 eV. The value obtained for the energy above the lowest of the compared OMol25 structures with the same formula, charge and spin is 68.0 kcal per mole. For the HOMO energy, the calculation gives -10.95 eV.

Positions of all 39 atoms, in Å:
O (1.084, -2.565, 2.925)
H (1.179, -1.626, 2.715)
H (0.162, -2.450, 3.209)
O (-0.017, -1.289, 0.874)
H (-0.256, -1.550, -0.018)
H (-0.378, -0.464, 1.205)
O (0.458, 1.701, 2.866)
H (1.229, 1.167, 3.032)
H (0.453, 2.634, 3.068)
O (1.011, -1.131, -3.131)
H (0.693, -1.836, -3.697)
H (1.462, -1.603, -2.404)
O (-2.261, -1.016, 2.359)
H (-1.683, -1.745, 2.132)
H (-2.979, -1.164, 2.972)
O (-0.030, 1.391, -3.416)
H (-0.222, 1.654, -4.311)
H (0.848, 1.205, -3.092)
O (2.086, -1.913, -0.642)
H (1.350, -1.708, -0.043)
H (2.905, -1.700, -0.191)
O (-1.671, 0.014, -1.839)
H (-1.681, 0.923, -2.175)
H (-0.792, -0.249, -2.164)
O (-0.145, 4.273, -0.082)
H (0.061, 3.330, -0.191)
H (-1.008, 4.317, -0.490)
O (-3.124, 2.306, -1.338)
H (-2.332, 2.453, -0.814)
H (-3.889, 2.049, -0.825)
O (3.397, 1.352, 0.170)
H (3.761, 0.754, -0.491)
H (2.473, 1.085, 0.231)
O (-0.490, 1.313, 0.081)
H (-0.908, 1.413, 0.946)
H (-1.129, 0.863, -0.549)
O (-0.147, -3.917, 0.784)
H (0.001, -3.695, 1.720)
H (0.529, -4.579, 0.613)

=====

Computed values of total energy (unit: a.u.) for the preceding records, in sequence: -715.4298 -4944.4875 -993.6649.